Entry 1:
{
  "formula": "C6H10N",
  "method": "ωB97M-V/def2-TZVPD",
  "orbital_gap_ev": 9.533,
  "relative_energy_kj_mol": 558.33,
  "e_homo_ev": -15.457,
  "e_tot_ha": -288.870308,
  "total_charge": 1,
  "elements": ["N", "C", "C", "C", "C", "C", "C", "H", "H", "H", "H", "H", "H", "H", "H", "H", "H"],
  "xyz": [[0.09, 0.36, -0.51], [-1.04, -0.73, -2.64], [1.33, 1.05, -0.89], [0.24, -1.10, -0.28], [-0.87, 1.19, 0.16], [-0.76, -1.89, 0.46], [-0.36, -0.52, -1.59], [1.14, 1.98, -1.45], [-1.62, -1.29, 0.77], [-1.69, 0.41, 0.40], [-0.46, 1.46, 1.05], [-1.05, -2.86, 0.09], [-1.20, 2.07, -0.41], [1.98, 0.52, -1.59], [1.93, 1.25, 0.05], [1.30, -1.44, -0.33], [-0.45, -2.03, 1.60]],
  "mulliken_charge": [0.320, -0.473, -0.947, 0.229, -0.727, -1.249, 0.337, 0.353, 0.253, 0.189, 0.480, 0.379, 0.300, 0.386, 0.370, 0.455, 0.343]
}

---

Entry 2:
{
  "formula": "C6H10N",
  "method": "ωB97M-V/def2-TZVPD",
  "orbital_gap_ev": 9.013,
  "relative_energy_kj_mol": 401.95,
  "e_homo_ev": -13.645,
  "e_tot_ha": -288.929871,
  "total_charge": 1,
  "elements": ["N", "C", "C", "C", "C", "C", "C", "H", "H", "H", "H", "H", "H", "H", "H", "H", "H"],
  "xyz": [[-1.79, -0.22, -0.45], [-1.26, -0.29, 0.90], [-0.11, 1.78, -0.79], [1.93, -0.36, 0.49], [-0.34, 0.43, -0.20], [-0.42, -1.53, 0.80], [0.51, -0.58, 0.17], [2.16, 0.30, 1.32], [-0.84, -2.34, 0.07], [-2.11, -0.93, -1.14], [2.38, -1.39, 0.70], [-0.14, -1.90, 1.89], [-2.55, 0.43, -0.66], [-1.03, 2.25, -1.11], [2.51, 0.17, -0.34], [0.74, 1.78, -1.63], [0.38, 2.41, -0.04]],
  "mulliken_charge": [-0.170, -0.632, -1.276, -1.382, 0.685, -0.078, 0.558, 0.379, 0.229, 0.261, 0.356, 0.339, 0.363, 0.392, 0.353, 0.292, 0.331]
}

---

Entry 3:
{
  "formula": "C6H10N",
  "method": "ωB97M-V/def2-TZVPD",
  "multiplicity": 3,
  "orbital_gap_ev": [6.717, 5.888],
  "s_squared": 2.020,
  "relative_energy_kj_mol": 451.58,
  "e_homo_ev": [-11.113, -14.077],
  "e_tot_ha": -288.836891,
  "total_charge": 1,
  "elements": ["N", "C", "C", "C", "C", "C", "C", "H", "H", "H", "H", "H", "H", "H", "H", "H", "H"],
  "xyz": [[-0.73, 0.84, 0.63], [0.29, 1.61, -1.98], [0.58, -1.15, 0.72], [-0.36, -0.43, 0.11], [-1.32, 1.03, 1.74], [1.03, -2.42, 0.12], [-0.44, 2.38, -1.34], [-1.55, 0.35, 2.54], [2.02, -2.46, 0.38], [0.70, -0.78, 1.79], [0.98, -2.58, -1.02], [-1.04, 3.20, -1.03], [0.74, 1.79, -2.92], [-0.84, -0.73, -0.84], [0.77, 0.65, -1.49], [0.66, -3.31, 0.60], [-1.49, 2.02, 1.98]],
  "mulliken_charge": [-0.082, -0.679, 0.118, -0.319, -0.276, -1.159, -0.097, 0.312, 0.394, 0.312, 0.331, 0.424, 0.331, 0.528, 0.177, 0.382, 0.303]
}